1) 66
Properties=species:S:1:pos:R:3 method="wB97M-V/def2-TZVPD" homo_ev=-9.490 smiles=c1ccncc1.c1ccncc1.c1ccncc1.c1ccncc1.c1ccncc1.c1ccncc1 total_charge=0
C 3.07 5.40 4.98
C 2.25 4.82 5.98
C 1.14 4.00 5.58
N 0.84 3.78 4.32
C 1.68 4.26 3.34
C 2.78 5.10 3.65
H 3.85 6.07 5.32
H 2.48 5.04 7.01
H 0.51 3.63 6.38
H 1.51 3.99 2.31
H 3.36 5.60 2.89
C -2.96 3.34 1.77
C -1.79 4.17 1.80
C -1.86 5.26 2.71
N -2.87 5.48 3.58
C -3.92 4.64 3.55
C -3.99 3.56 2.66
H -2.90 2.49 1.11
H -1.03 4.15 1.04
H -1.21 6.12 2.69
H -4.76 4.87 4.18
H -4.89 2.97 2.64
C 0.87 -4.14 0.53
C 1.22 -4.74 -0.68
C 2.51 -4.59 -1.15
N 3.48 -3.91 -0.46
C 3.10 -3.36 0.76
C 1.82 -3.45 1.29
H -0.13 -4.30 0.91
H 0.42 -5.27 -1.17
H 2.68 -5.04 -2.12
H 3.79 -2.78 1.35
H 1.52 -3.12 2.28
C 0.49 1.04 0.74
C 1.17 2.10 0.15
C 2.17 1.77 -0.83
N 2.46 0.50 -1.20
C 1.77 -0.54 -0.61
C 0.81 -0.28 0.33
H -0.17 1.23 1.57
H 0.90 3.13 0.32
H 2.71 2.58 -1.28
H 1.99 -1.55 -0.93
H 0.35 -1.16 0.78
C 0.16 -2.15 -6.41
C 0.54 -1.57 -5.22
C 1.13 -2.34 -4.27
N 1.28 -3.67 -4.40
C 1.00 -4.23 -5.60
C 0.43 -3.52 -6.64
H -0.19 -1.55 -7.24
H 0.35 -0.52 -5.04
H 1.58 -2.06 -3.33
H 1.20 -5.29 -5.60
H 0.14 -3.99 -7.57
C -3.08 -2.52 -0.61
C -1.94 -2.72 -1.37
C -2.06 -3.24 -2.66
N -3.26 -3.51 -3.21
C -4.39 -3.20 -2.48
C -4.31 -2.67 -1.18
H -3.03 -2.17 0.41
H -1.02 -2.39 -0.91
H -1.16 -3.38 -3.23
H -5.33 -3.56 -2.87
H -5.24 -2.59 -0.65

=====

2) 66
Properties=species:S:1:pos:R:3 method="wB97M-V/def2-TZVPD" homo_ev=-9.591 smiles=c1ccncc1.c1ccncc1.c1ccncc1.c1ccncc1.c1ccncc1.c1ccncc1 total_charge=0
C -1.22 3.52 2.95
C -2.25 3.91 3.92
C -2.68 5.25 3.81
N -2.20 6.18 2.98
C -1.18 5.81 2.19
C -0.68 4.50 2.15
H -0.88 2.56 3.03
H -2.83 3.15 4.36
H -3.65 5.36 4.34
H -0.60 6.45 1.47
H 0.09 4.27 1.58
C -0.53 -2.01 0.98
C 0.77 -1.95 0.61
C 1.34 -0.76 0.13
N 0.66 0.44 0.14
C -0.65 0.45 0.62
C -1.28 -0.80 0.88
H -1.25 -2.94 1.32
H 1.40 -2.78 0.48
H 2.40 -0.61 -0.25
H -1.17 1.26 0.44
H -2.32 -0.67 1.02
C -3.49 2.78 -2.03
C -4.00 2.95 -3.42
C -4.08 4.29 -3.95
N -3.75 5.38 -3.22
C -3.35 5.16 -1.91
C -3.25 3.94 -1.33
H -3.35 1.80 -1.46
H -4.16 2.03 -4.06
H -4.30 4.56 -4.90
H -3.15 6.10 -1.35
H -2.77 3.84 -0.17
C 4.39 -5.41 -1.99
C 4.72 -4.06 -2.14
C 4.77 -3.30 -0.97
N 4.70 -3.89 0.29
C 4.48 -5.22 0.35
C 4.34 -6.08 -0.76
H 4.26 -5.95 -2.88
H 4.87 -3.42 -3.18
H 4.82 -2.14 -0.98
H 4.80 -5.51 1.43
H 4.27 -7.11 -0.62
C 6.00 0.42 -1.66
C 4.70 0.92 -1.73
C 3.98 0.67 -2.90
N 4.39 -0.12 -3.99
C 5.65 -0.51 -3.82
C 6.52 -0.25 -2.70
H 6.73 0.62 -0.84
H 4.06 1.25 -0.95
H 2.89 1.11 -3.03
H 6.03 -1.02 -4.56
H 7.60 -0.70 -2.82
C -4.46 -1.87 2.49
C -3.41 -2.65 3.01
C -3.61 -4.05 3.11
N -4.72 -4.73 2.69
C -5.77 -3.90 2.30
C -5.72 -2.50 2.16
H -4.40 -0.69 2.49
H -2.56 -2.26 3.42
H -2.69 -4.72 3.47
H -6.66 -4.28 2.19
H -6.58 -2.01 1.73

=====

Relative energies, unit eV: 1) 0.000; 2) 5.173

=====

1) 7
Properties=species:S:1:pos:R:3 method="wB97M-V/def2-TZVPD" homo_ev="-9.178 / -9.198" total_charge=0
C 0.66 0.19 -0.19
C -0.65 0.47 -0.27
F -1.37 0.50 -1.32
F -1.34 1.02 0.73
S 1.43 -0.50 -1.53
Br 0.10 -1.77 1.83
H 1.17 0.09 0.74

=====

2) 7
Properties=species:S:1:pos:R:3 method="wB97M-V/def2-TZVPD" homo_ev=-9.982 total_charge=0
C -0.45 -0.76 -0.44
C 0.31 0.31 0.30
F -0.31 1.69 -0.49
F 1.56 0.57 0.11
S 0.49 -1.64 -1.39
Br -0.11 0.78 2.10
H -1.49 -0.96 -0.20

=====

Relative energies, unit eV: 1) 1.379; 2) 0.000

=====

1) 67
Properties=species:S:1:pos:R:3 method="wB97M-V/def2-TZVPD" homo_ev=-7.399 total_charge=-1
O 2.26 2.45 2.20
C 1.32 2.03 1.58
O 0.83 0.83 1.59
B -0.25 0.72 0.57
O -0.56 2.14 0.26
C 0.35 2.95 0.79
O 0.44 4.13 0.75
O -1.37 0.01 1.17
C -1.64 -1.10 0.52
O -2.55 -1.84 0.75
C -0.56 -1.26 -0.57
O 0.15 -0.12 -0.58
O -0.44 -2.16 -1.34
O 2.75 -0.70 3.75
H 3.35 -0.44 3.04
H 2.57 0.13 4.22
O -2.71 -4.65 -2.07
H -2.01 -4.73 -1.39
H -2.28 -4.21 -2.82
O 1.55 4.53 -2.04
H 1.77 3.65 -1.66
H 1.35 4.34 -2.96
O 3.02 -0.92 -1.01
H 2.34 -1.01 -0.32
H 2.81 -1.60 -1.65
O 0.14 -1.52 -4.09
H 0.78 -1.67 -4.79
H 0.66 -1.20 -3.34
O 0.77 6.71 2.03
H 1.06 6.26 2.84
H 0.69 6.00 1.38
O -1.82 -3.22 -4.38
H -2.54 -2.60 -4.53
H -1.05 -2.65 -4.12
O 1.78 5.52 4.23
H 1.57 4.79 3.63
H 1.28 5.35 5.03
O -0.99 -5.06 0.04
H -0.93 -4.41 0.76
H -1.43 -5.82 0.42
O -4.51 -3.29 2.04
H -3.99 -2.67 1.50
H -5.40 -3.25 1.66
O 1.23 -4.07 -2.47
H 0.50 -3.73 -1.92
H 1.87 -3.36 -2.48
O -3.29 1.50 -1.87
H -2.74 1.16 -2.60
H -2.66 1.80 -1.21
O -1.94 0.16 -3.79
H -1.30 -0.55 -3.64
H -1.55 0.70 -4.49
O -0.55 -3.74 2.45
H -1.20 -3.04 2.61
H -0.53 -4.24 3.27
O 1.73 -2.19 1.31
H 2.14 -1.78 2.08
H 1.12 -2.84 1.67
O 2.03 1.47 5.39
H 1.79 1.20 6.28
H 1.46 2.22 5.20
O 2.27 1.90 -1.54
H 1.99 0.99 -1.39
H 2.73 1.88 -2.38
O -1.47 4.74 -1.48
H -1.61 4.35 -0.61
H -0.55 5.02 -1.47

=====

2) 67
Properties=species:S:1:pos:R:3 method="wB97M-V/def2-TZVPD" homo_ev=-8.448 total_charge=-1
O -1.79 -1.21 -1.21
C -1.17 -0.18 -0.94
O -1.61 0.79 -0.22
B -0.44 1.72 -0.03
O 0.59 1.34 -1.03
C 0.19 0.13 -1.44
O 0.84 -0.58 -2.22
O 0.19 1.58 1.34
C 0.39 2.77 1.85
O 0.77 3.01 2.95
C -0.16 3.82 0.84
O -0.82 3.15 -0.17
O -0.03 5.03 0.91
O 3.26 -3.44 -0.53
H 3.67 -2.81 -1.11
H 2.25 -3.44 -0.66
O 1.41 -1.32 0.82
H 2.18 -1.50 0.24
H 1.67 -0.53 1.33
O -0.22 0.77 4.22
H 0.21 0.09 3.68
H 0.25 1.60 4.08
O 3.62 3.21 4.04
H 3.65 3.00 3.08
H 2.79 3.72 3.98
O -2.89 0.74 2.83
H -3.37 1.38 3.43
H -2.03 0.58 3.29
O 1.24 -6.25 -2.26
H 0.97 -5.52 -1.64
H 2.14 -6.02 -2.41
O 3.38 2.77 -0.29
H 3.24 2.93 -1.25
H 2.52 2.39 -0.10
O -4.18 -1.24 0.84
H -4.22 -0.68 1.63
H -3.48 -0.78 0.37
O 0.71 1.89 -5.09
H 1.27 1.09 -5.20
H 0.03 1.69 -4.49
O -2.68 -4.18 -0.87
H -2.63 -3.41 -0.32
H -1.78 -4.20 -1.21
O -3.05 -0.31 -5.29
H -3.95 -0.15 -5.58
H -3.15 -0.83 -4.51
O -3.97 -5.21 1.50
H -3.72 -5.06 0.56
H -4.43 -4.37 1.74
O 0.46 -3.44 -1.05
H 0.20 -3.48 -0.09
H 0.35 -2.56 -1.38
O -1.87 1.31 -3.52
H -2.20 2.10 -3.24
H -2.37 0.98 -4.33
O 3.87 2.74 8.29
H 4.00 2.70 9.21
H 4.47 3.40 7.91
O 3.75 0.79 1.77
H 4.21 1.31 1.07
H 4.44 0.80 2.47
O 1.98 3.76 -2.86
H 1.92 3.26 -3.73
H 1.10 3.72 -2.49
O -4.16 -1.71 -2.88
H -3.99 -2.54 -2.35
H -3.78 -1.08 -2.29

=====

3) 67
Properties=species:S:1:pos:R:3 method="wB97M-V/def2-TZVPD" homo_ev=-8.078 total_charge=-1
O 1.56 -1.84 2.16
C 0.98 -1.39 1.30
O -0.20 -0.96 1.38
B -0.51 -0.24 0.14
O 0.69 -0.42 -0.64
C 1.51 -1.02 -0.03
O 2.66 -1.18 -0.38
O -0.74 1.20 0.30
C -1.90 1.34 -0.22
O -2.58 2.31 0.03
C -2.40 0.16 -0.67
O -1.72 -0.84 -0.40
O -3.63 -0.10 -0.84
O -5.22 1.85 -2.11
H -4.87 1.21 -1.38
H -4.54 2.35 -2.25
O 1.67 1.66 1.70
H 0.76 1.62 1.16
H 1.71 2.44 2.17
O 4.30 0.69 1.58
H 4.82 0.74 2.45
H 3.36 0.87 1.58
O -2.37 -3.35 0.63
H -2.27 -2.55 0.37
H -3.36 -3.61 0.59
O 5.09 -2.45 0.43
H 4.55 -1.83 0.19
H 4.36 -2.92 0.90
O 4.01 -1.63 3.18
H 3.07 -1.69 2.90
H 4.31 -1.30 2.37
O -4.83 4.61 1.10
H -5.05 5.52 1.37
H -3.98 4.80 0.68
O -2.59 -3.40 -1.65
H -2.13 -3.35 -0.88
H -2.43 -4.29 -1.75
O -5.04 -2.25 0.44
H -5.58 -2.34 -0.42
H -4.44 -1.61 0.34
O 3.49 -1.69 -3.26
H 3.05 -1.15 -2.75
H 4.32 -1.31 -3.68
O -0.42 -2.52 -3.32
H -1.28 -2.70 -2.87
H -0.13 -1.57 -3.28
O -2.13 4.91 0.42
H -2.02 5.19 -0.42
H -2.21 4.00 0.37
O 2.55 -3.17 5.47
H 3.38 -3.29 5.92
H 2.72 -2.66 4.66
O 5.47 0.37 -1.01
H 5.00 0.60 -0.21
H 4.87 0.59 -1.71
O 2.15 0.30 4.76
H 2.92 0.30 4.29
H 1.38 -0.03 4.23
O 2.74 0.94 -2.06
H 2.33 0.38 -1.50
H 2.49 1.88 -2.04
O -3.44 4.10 -2.44
H -3.54 5.05 -2.34
H -2.54 3.73 -2.56
O -3.02 0.47 -4.21
H -2.41 0.73 -3.52
H -2.74 -0.27 -4.73

=====

4) 67
Properties=species:S:1:pos:R:3 method="wB97M-V/def2-TZVPD" homo_ev=-8.193 total_charge=-1
O 2.90 0.92 -1.89
C 2.11 0.54 -1.07
O 0.86 0.21 -1.42
B 0.08 -0.18 -0.25
O 1.10 -0.20 0.80
C 2.26 0.26 0.43
O 3.37 0.34 0.97
O -0.62 -1.46 -0.40
C -1.87 -1.29 -0.17
O -2.73 -2.16 0.00
C -2.10 0.18 -0.12
O -0.96 0.79 0.05
O -3.19 0.79 -0.06
O -1.27 1.84 2.98
H -0.90 1.12 2.46
H -1.59 1.41 3.78
O 2.52 3.55 0.86
H 2.93 4.40 0.97
H 3.15 3.04 0.35
O -4.90 -2.89 -1.85
H -4.14 -2.50 -2.29
H -5.40 -2.13 -1.52
O -2.70 -5.34 0.77
H -2.95 -4.50 0.37
H -2.89 -5.99 0.09
O 0.10 2.99 -2.11
H -0.80 3.31 -2.21
H 0.01 2.19 -1.58
O -4.64 1.56 2.52
H -3.98 1.34 1.86
H -4.18 1.47 3.36
O -0.47 -3.96 -2.11
H 0.39 -3.98 -1.69
H -0.70 -3.03 -2.13
O 2.80 0.03 -4.84
H 3.66 -0.38 -4.80
H 2.80 0.68 -4.13
O 5.14 0.15 3.54
H 4.73 -0.21 2.75
H 4.83 1.06 3.58
O -3.23 -3.05 2.91
H -2.50 -2.51 3.21
H -3.15 -3.04 1.95
O 0.70 0.05 3.89
H 1.24 0.11 3.10
H 1.12 0.64 4.51
O -5.82 2.18 -1.08
H -4.94 2.45 -1.33
H -6.02 2.71 -0.31
O 2.75 -2.54 -2.99
H 2.38 -3.22 -2.42
H 2.46 -1.72 -2.60
O -5.95 -0.56 -0.69
H -5.54 -0.68 0.17
H -5.96 0.39 -0.81
O 4.05 2.73 3.29
H 3.40 3.23 3.78
H 3.78 2.80 2.38
O -1.16 0.83 -3.69
H -0.65 1.41 -3.13
H -1.11 1.23 -4.56
O 4.89 2.76 -1.41
H 5.14 1.89 -1.72
H 5.51 2.95 -0.70
O 5.61 -1.68 1.01
H 5.22 -2.39 0.51
H 5.05 -0.92 0.84

=====

Relative energies, unit eV: 1) 0.288; 2) 0.000; 3) 8.362; 4) 1.481

=====

1) 17
Properties=species:S:1:pos:R:3 method="wB97M-V/def2-TZVPD" homo_ev=-2.291 smiles="C=CCCNC[O-]" total_charge=-1
C -0.93 -1.90 -1.73
C -1.15 -1.16 -0.66
C -0.88 0.29 -0.44
C -0.44 0.64 0.99
N 0.90 0.20 1.29
C 1.94 0.97 0.54
O 1.77 2.30 0.53
H -1.25 -2.94 -1.80
H -0.41 -1.51 -2.59
H -1.73 -1.59 0.17
H -0.18 0.76 -1.12
H -1.84 0.80 -0.62
H -1.17 0.21 1.66
H -0.50 1.73 1.05
H 1.05 0.01 2.26
H 2.92 0.68 0.98
H 1.89 0.52 -0.49

=====

2) 17
Properties=species:S:1:pos:R:3 method="wB97M-V/def2-TZVPD" homo_ev=-1.998 total_charge=-1
C 0.70 -2.17 0.21
C 1.42 -0.84 0.31
C 1.55 1.60 -0.32
C -2.75 1.04 0.29
C 0.87 0.25 -0.17
N -2.09 0.27 -0.40
O -2.47 -0.68 -1.18
H 1.04 -3.03 -0.35
H 0.53 -2.39 1.32
H 2.54 -0.94 0.52
H 1.19 2.31 -1.06
H 2.67 1.42 -0.31
H 1.38 2.16 0.70
H -0.29 -1.99 -0.25
H -3.93 1.10 0.36
H -2.23 1.68 0.88
H -0.11 0.21 -0.56

=====

Relative energies, unit eV: 1) 0.000; 2) 2.084